Record 1
Density functional theory data (ωB97M-V/def2-TZVPD) for a molecular structure, C40H45CoN9OS3 at a distorted geometry.

Output
<S²> = 0.7723
ΔE to the lowest compared entry with this formula, charge and spin = 17.7 kcal per mole
gap between HOMO and LUMO (spin up / spin down) = 7.7 / 8.1 eV
lowest unoccupied orbital energy (spin up / spin down) = -4.99 / -4.62 eV

ORCA input file:
```
! RIJCOSX wB97M-V def2-TZVPD def2/J DEFGRID3
* xyz 2 2
Co -0.803 1.398 2.001
C 2.231 2.133 2.406
C 2.449 0.780 1.734
C 1.736 0.693 0.417
C 2.451 0.342 -0.719
C 1.821 0.311 -1.952
C 0.480 0.634 -2.013
C -0.170 0.967 -0.843
N 0.431 1.004 0.356
N 0.911 2.279 3.039
C 0.872 1.617 4.363
C 0.550 0.155 4.251
C 1.075 -0.788 5.118
C 0.735 -2.121 4.948
C -0.110 -2.466 3.905
C -0.595 -1.463 3.085
N -0.282 -0.175 3.260
C 0.579 3.703 3.190
C -0.851 3.858 3.604
C -1.280 4.939 4.355
C -2.622 5.039 4.685
C -3.489 4.045 4.254
C -2.981 2.997 3.512
N -1.687 2.903 3.184
H 3.016 2.292 3.153
H 2.331 2.910 1.647
H 3.516 0.656 1.558
H 2.139 -0.035 2.389
H 3.502 0.102 -0.633
H 2.374 0.053 -2.847
H -0.069 0.625 -2.943
H -1.214 1.230 -0.873
H 1.817 1.756 4.897
H 0.085 2.086 4.956
H 1.751 -0.485 5.907
H 1.142 -2.881 5.601
H -0.371 -3.500 3.726
H -1.229 -1.679 2.234
H 1.242 4.202 3.905
H 0.690 4.186 2.216
H -0.568 5.684 4.682
H -2.982 5.872 5.272
H -4.542 4.078 4.492
H -3.629 2.203 3.170
S -4.967 0.018 0.644
C -4.458 1.472 -0.103
C -3.222 1.813 0.330
N -2.675 0.932 1.238
C -3.494 -0.053 1.491
H -5.088 1.993 -0.805
H -2.681 2.701 0.036
H -3.291 -0.856 2.184
N 0.942 6.383 0.077
C 0.483 5.345 -0.656
S -0.706 4.343 -0.013
N 1.091 5.158 -1.840
C 0.798 4.216 -2.867
C 1.871 3.668 -3.559
C 1.648 2.805 -4.620
C 0.351 2.488 -4.997
C -0.718 3.048 -4.313
C -0.503 3.914 -3.252
H 0.388 6.665 0.865
H 1.534 7.088 -0.337
H 1.889 5.744 -2.035
H 2.885 3.928 -3.275
H 2.491 2.394 -5.160
H 0.178 1.824 -5.834
H -1.732 2.839 -4.629
H -1.340 4.379 -2.754
C -1.687 -6.414 -4.789
C -1.035 -5.235 -4.074
C -1.361 -5.222 -2.580
N -1.306 -3.853 -2.059
C -1.089 -3.396 -0.835
S -1.616 -1.856 -0.396
N -0.469 -4.153 0.136
C 0.674 -4.977 0.170
O 0.957 -5.485 1.228
C 1.510 -5.085 -1.052
C 1.878 -3.955 -1.777
C 2.713 -4.090 -2.875
C 3.162 -5.345 -3.261
C 2.802 -6.471 -2.532
C 1.995 -6.339 -1.414
H -1.429 -6.408 -5.846
H -2.774 -6.357 -4.710
H -1.360 -7.364 -4.364
H -1.400 -4.305 -4.523
H 0.046 -5.259 -4.211
H -0.672 -5.856 -2.034
H -2.374 -5.605 -2.421
H -1.769 -3.179 -2.649
H -0.756 -3.902 1.067
H 1.534 -2.974 -1.470
H 3.014 -3.212 -3.433
H 3.805 -5.446 -4.125
H 3.157 -7.449 -2.826
H 1.723 -7.199 -0.815
*
```

Mulliken population analysis, charges in e, atoms 1 to 8: -0.40, -0.98, -1.44, 0.54, -1.21, -0.70, -0.65, -1.05

---

Record 2
Density functional theory data (ωB97M-V/def2-TZVPD) for Cl2H3N2P in the gas phase at a distorted geometry.

Output
ΔE to the lowest compared entry with this formula, charge and spin = 22.5 kcal per mole
gap between HOMO and LUMO = 9.4 eV
SMILES = N=P(N)(Cl)Cl
lowest unoccupied orbital energy = 0.14 eV

ORCA input file:
```
! RIJCOSX wB97M-V def2-TZVPD def2/J DEFGRID3
* xyz 0 1
N -0.530 1.563 -0.505
P 0.278 0.154 0.095
N -0.477 -1.183 -0.473
Cl 2.302 -0.393 -0.156
Cl 0.209 0.204 2.134
H -0.161 2.436 -0.225
H -1.355 -0.733 -0.869
H -0.265 -2.048 -0.002
*
```

From a Mulliken analysis of the wavefunction, the atomic charges in e read: -0.65, 0.78, -0.50, -0.24, -0.20, 0.22, 0.32, 0.27

---

Record 3
Density functional theory data (ωB97M-V/def2-TZVPD) for a molecular structure, C27H47AlN3O2S at a distorted geometry.

Output
<S²> = 2.0090
gap between HOMO and LUMO (spin up / spin down) = 6.8 / 6.3 eV
lowest unoccupied orbital energy (spin up / spin down) = 2.10 / 1.67 eV

ORCA input file:
```
! RIJCOSX wB97M-V def2-TZVPD def2/J DEFGRID3
* xyz -1 3
C 6.046 -4.428 -2.051
C 4.619 -3.956 -2.613
C 3.591 -3.416 -1.529
C 2.158 -2.948 -1.965
C 1.823 -3.047 -3.498
C 0.321 -2.606 -3.923
Al -0.846 -4.291 -3.568
N -2.737 -3.914 -3.685
C -3.122 -3.842 -2.445
S -3.427 -3.122 -0.940
C 2.823 -3.567 -4.582
C 4.263 -4.019 -4.139
H 6.116 -5.544 -1.798
H 6.232 -3.830 -1.079
H 6.842 -4.191 -2.839
H 3.851 -3.341 -0.416
H 1.372 -2.574 -1.221
H -0.034 -1.817 -3.165
H 0.262 -2.238 -5.005
H -0.420 -5.535 -4.486
H -0.474 -4.737 -2.062
H 2.438 -3.595 -5.665
H 5.013 -4.376 -4.928
C 2.799 3.465 0.906
C 2.564 3.748 -0.607
C 1.049 3.787 -0.920
C 0.391 2.414 -0.934
C 1.136 1.471 -1.875
C 2.644 1.382 -1.552
N 3.293 2.728 -1.425
O 3.436 3.238 -2.687
C 2.826 0.568 -0.248
C 3.330 0.498 -2.630
C 3.108 5.190 -0.805
H 1.865 3.268 1.440
H 3.472 2.625 1.082
H 3.285 4.305 1.412
H 0.884 4.254 -1.900
H 0.530 4.425 -0.195
H 0.350 2.000 0.078
H -0.649 2.511 -1.267
H 0.680 0.478 -1.817
H 0.992 1.817 -2.903
H 3.874 0.560 0.068
H 2.528 -0.475 -0.393
H 2.218 0.935 0.581
H 3.176 0.872 -3.644
H 2.926 -0.519 -2.613
H 4.408 0.425 -2.450
H 4.187 5.234 -0.621
H 2.623 5.881 -0.107
H 2.915 5.581 -1.808
C -5.743 1.526 2.994
C -5.171 0.081 3.096
C -4.936 -0.302 4.577
C -3.719 0.370 5.196
C -2.476 0.121 4.345
C -2.675 0.539 2.871
N -3.928 -0.023 2.271
O -3.705 -1.351 2.026
C -2.683 2.085 2.790
C -1.408 0.138 2.066
C -6.328 -0.815 2.571
H -5.792 2.022 3.967
H -5.171 2.163 2.319
H -6.755 1.541 2.576
H -4.805 -1.389 4.662
H -5.822 -0.061 5.175
H -3.896 1.443 5.320
H -3.554 -0.030 6.204
H -1.633 0.666 4.780
H -2.220 -0.942 4.403
H -2.915 2.424 1.775
H -1.701 2.495 3.047
H -3.387 2.552 3.480
H -1.184 -0.929 2.137
H -0.526 0.664 2.444
H -1.517 0.398 1.008
H -6.536 -0.614 1.516
H -7.246 -0.622 3.135
H -6.119 -1.883 2.682
*
```

Mulliken population analysis, charges in e, atoms 1 to 8: -1.03, 0.72, -0.49, -0.56, 0.61, -0.73, 0.34, -0.39

---

Record 4
Density functional theory data (ωB97M-V/def2-TZVPD) for a molecular structure, C7H16O2 at a distorted geometry.

Output
ΔE to the lowest compared entry with this formula, charge and spin = 50.9 kcal per mole
gap between HOMO and LUMO = 9.4 eV
lowest unoccupied orbital energy = 0.84 eV

ORCA input file:
```
! RIJCOSX wB97M-V def2-TZVPD def2/J DEFGRID3
* xyz 0 1
C -0.920 1.071 -0.107
C 0.755 -0.983 0.172
C -0.263 -0.536 -0.769
C -1.284 1.126 1.367
C 0.273 -1.705 1.414
C 1.965 -0.110 0.419
C 0.170 -0.251 -2.193
O -2.030 1.263 -0.960
O -0.031 2.120 -0.342
H -2.847 1.425 -0.475
H 0.160 2.154 -1.286
H -1.154 -1.163 -0.743
H 1.141 -1.991 -0.661
H -1.933 0.293 1.629
H -1.828 2.054 1.561
H -0.393 1.138 1.987
H 1.037 -2.418 1.723
H 0.122 -1.021 2.246
H -0.646 -2.259 1.229
H 2.119 0.699 -0.293
H 2.862 -0.725 0.358
H 1.915 0.388 1.385
H 1.098 0.316 -2.225
H -0.609 0.307 -2.712
H 0.322 -1.191 -2.722
*
```

Mulliken population analysis, charges in e, atoms 1 to 8: 0.80, 1.17, -0.08, -1.93, -1.59, -1.55, -1.75, -0.54